No. 1
{
  "formula": "C3H4N2O",
  "method": "ωB97M-V/def2-TZVPD",
  "smiles": "Nc1cnco1",
  "homo_lumo_gap_ev": 9.052,
  "lumo_energy_ev": 0.811,
  "elements": ["C", "C", "N", "H", "O", "H", "H", "H", "C", "N"],
  "coordinates": [[0.18399, -1.08233, -0.10490], [-0.19296, 0.20704, -0.33099], [-0.75597, 0.88737, -1.38122], [0.47217, -0.25915, 2.69131], [0.00402, 0.93659, 0.79728], [0.15737, -1.93670, -0.76229], [-0.60466, 0.45842, -2.28432], [-0.53788, 1.87780, -1.39408], [0.59264, 0.08046, 1.58194], [0.68128, -1.16950, 1.18727]],
  "forces_ev_per_a": [[0.032, -0.020, -0.596], [-0.313, -0.662, -0.642], [-0.081, 0.364, -0.483], [0.227, 3.246, -0.921], [-0.425, 0.674, -0.995], [-0.098, 0.179, -0.116], [0.012, 0.066, 0.171], [-0.064, -0.232, 0.011], [0.677, -4.826, 5.836], [0.033, 1.212, -2.265]]
}

=====

No. 2
{
  "formula": "C5H5O6Sc",
  "method": "ωB97M-V/def2-TZVPD",
  "spin_multiplicity": 2,
  "s2": 0.755,
  "total_charge": 3,
  "homo_lumo_gap_ev": [5.338, 4.647],
  "lumo_energy_ev": [-15.647, -16.337],
  "elements": ["C", "H", "O", "O", "C", "H", "H", "C", "H", "O", "H", "C", "C", "Sc", "O", "O", "O"],
  "coordinates": [[-1.84323, -2.80005, -0.36088], [-1.50273, -3.24636, -1.29689], [-2.67024, -0.70033, 0.28065], [-3.23983, -2.74910, -0.30032], [-3.69252, -1.58523, 0.19102], [4.39983, 3.61474, 1.38845], [-1.42481, -0.93229, -1.37040], [3.04798, 2.55785, -0.06919], [-1.41389, -3.27542, 0.52869], [-0.42519, -0.90507, 0.35103], [2.76631, 2.52864, -1.13688], [-1.49849, -1.21937, -0.27673], [4.22567, 3.45988, 0.30473], [0.83273, 0.62735, 1.01750], [-4.80954, -1.36512, 0.52196], [4.85592, 3.98467, -0.56960], [2.39204, 2.00520, 0.79687]],
  "forces_ev_per_a": [[1.984, 1.925, 1.114], [-0.346, -0.086, 0.110], [-3.185, 0.873, 1.204], [-3.264, 0.732, 0.540], [8.572, -2.111, -2.369], [-0.035, -0.146, -0.234], [-0.317, 0.366, 1.017], [1.512, 1.913, -1.824], [-0.279, -0.345, -0.244], [5.156, 4.444, 3.564], [0.174, -0.170, 0.096], [-1.589, -3.641, -5.201], [0.880, 0.741, 0.189], [-1.510, -2.399, -0.701], [-4.536, 0.872, 1.312], [-0.810, -0.684, 0.333], [-2.407, -2.284, 1.093]]
}

=====

No. 3
{
  "formula": "C48H63N3O7",
  "method": "ωB97M-V/def2-TZVPD",
  "smiles": "C#CCN1[C@@H](CCOC=O)[C@@H](COc2ccccc2)[N@@H+](CC)[C@](N)(C(=O)[O-])[C@H]1CCCCCCCCOC(C)=O.c1ccccc1.c1ccccc1.c1ccccc1",
  "homo_lumo_gap_ev": 8.410,
  "lumo_energy_ev": 0.186,
  "elements": ["C", "C", "C", "H", "H", "C", "H", "O", "C", "H", "H", "H", "H", "H", "O", "H", "H", "C", "C", "C", "H", "H", "H", "H", "C", "C", "O", "H", "C", "H", "H", "C", "H", "C", "H", "H", "C", "N", "C", "C", "H", "H", "H", "H", "O", "C", "H", "H", "H", "H", "C", "C", "C", "H", "C", "H", "N", "H", "H", "C", "H", "C", "C", "C", "H", "C", "H", "H", "H", "H", "H", "H", "H", "H", "C", "C", "H", "H", "C", "H", "C", "H", "C", "C", "H", "C", "C", "H", "C", "C", "O", "C", "H", "C", "H", "C", "H", "C", "C", "C", "C", "C", "C", "H", "H", "H", "C", "O", "H", "O", "H", "N", "C", "C", "H", "H", "H", "H", "H", "H", "H"],
  "coordinates": [[3.09039, 5.65372, -7.50382], [-1.92657, -3.64004, 0.25620], [1.27221, 5.17055, -6.00115], [1.10846, -1.16048, 3.04875], [5.08366, 2.08259, -5.18501], [7.38226, 0.48678, -7.10078], [4.00424, -4.73126, 1.30425], [-8.74874, -0.00474, 0.85342], [0.48431, -2.68842, 0.72965], [-8.05776, 0.23304, -1.08586], [-0.22478, -3.87602, -1.09621], [6.67313, 0.18571, -5.09552], [2.53560, 6.15377, -9.51752], [-6.61279, 1.62925, 9.96344], [-1.85688, -0.21514, 1.21158], [-3.20605, -1.81305, -0.21302], [-5.05922, -3.91452, -0.97400], [-0.56556, -3.06211, -0.39447], [-5.89067, 1.07527, 8.01728], [4.13187, -4.35543, 3.49137], [-4.29840, -4.40330, 0.67759], [0.15381, 0.66699, 0.09280], [0.91692, 4.89985, -5.01309], [5.13250, 4.57568, 0.26996], [-0.97550, -0.90066, 1.76439], [-7.97866, 2.61664, 7.02196], [-1.27998, -1.49995, 2.91448], [5.81922, 3.99519, -2.17592], [-6.75452, 1.72298, 8.89261], [-7.69808, 1.64672, -0.02263], [1.98571, -3.28735, 2.70587], [5.60095, 2.61972, -7.19954], [-8.25559, -0.04410, 4.17653], [5.27863, 3.50693, -0.02049], [-6.08769, -0.03655, 1.32907], [4.15389, 5.75795, -7.68858], [2.63566, 5.29896, -6.23805], [0.66856, -0.21783, -0.01026], [0.36373, 5.38787, -7.03016], [3.96050, -3.83555, 1.98611], [-10.03673, -0.12750, 3.72348], [7.88586, 1.01397, -9.12092], [3.48376, -3.74423, 4.19521], [0.11021, 5.90304, -9.09995], [-8.48916, 1.75356, 2.33063], [5.66728, 3.17324, -1.41886], [2.43412, 0.03509, 4.34480], [-4.71775, -1.74450, 1.33210], [0.57144, 1.18588, 2.51803], [3.24737, -0.02607, 0.24764], [5.03795, 2.40184, 0.96183], [2.44741, -1.38978, -2.48244], [2.38171, -5.89699, 3.82887], [-8.79042, 3.22141, 6.63339], [5.85805, 1.75288, -1.82011], [3.34451, 5.12394, -5.43630], [1.49896, -0.77096, 2.16117], [4.20244, -1.56778, 0.21392], [-5.51333, -1.44615, -1.31205], [6.59302, 0.78482, -5.99608], [1.88401, -4.34580, -1.19176], [2.82847, -1.42781, 1.97390], [0.81854, 5.73709, -8.29643], [-7.80075, 2.49158, 8.39479], [2.09895, 1.26453, 1.58073], [0.47178, -1.11826, 1.10912], [1.62348, 1.63526, 4.48211], [-5.40328, 0.68324, 5.96183], [2.41189, -0.37244, -2.93894], [6.30556, 2.91567, -9.20682], [-8.47690, 2.99385, 9.07737], [3.37840, -1.33767, 2.96799], [-7.25820, 2.06125, 5.07514], [-2.06309, -4.73771, 0.03400], [-6.13538, -1.52916, -0.36534], [5.70116, 1.85063, -6.04651], [4.72729, 2.68306, 2.00384], [0.37159, -0.59172, -0.91003], [-6.29281, -0.05308, 0.21454], [-0.89880, -2.20321, -1.03702], [7.27516, 1.25056, -8.25689], [-6.11181, -2.89880, 1.44491], [2.31825, 1.02954, 3.82469], [1.59625, 0.70756, 2.41991], [-5.52319, 0.60679, -0.28910], [-6.07398, 1.19294, 6.64436], [5.19094, 0.97940, 0.59548], [3.31404, 1.52247, 3.67029], [2.62829, -3.01642, 1.79740], [2.18134, 5.87467, -8.53154], [1.69349, -6.53008, 3.06215], [-8.98599, -0.34693, 3.37501], [-7.11483, -2.01471, -0.64894], [2.38786, -2.30627, -1.69154], [8.08021, -0.34162, -7.06069], [-5.38340, -2.41550, 0.72073], [1.87025, -5.50908, 4.75643], [-3.15552, -2.91469, -0.47584], [5.61154, 0.70285, -0.82100], [-7.11702, 1.96597, 6.14662], [-8.69976, 0.57775, 2.11388], [-4.55341, -3.55261, -0.03076], [6.38636, 2.31812, -8.30584], [4.90913, 3.45404, -7.23640], [3.50458, -3.83391, -0.65131], [-5.07378, 0.47717, 8.40567], [-7.74197, 0.52322, -0.03632], [3.74057, -5.76035, 3.53927], [0.02997, -3.15044, 1.67128], [4.92898, -0.08852, 1.49136], [4.88095, -3.20591, 1.76515], [1.81402, -3.29529, 0.62887], [3.76708, -0.77748, 0.89814], [2.42374, -3.49577, -0.65921], [-2.99485, -2.93798, -1.60384], [5.72013, -0.37875, -1.10906], [6.14491, 1.48218, -2.87655], [5.20457, -4.28022, 3.83895], [-0.69954, 5.28535, -6.84564], [-8.81111, -1.43211, 3.14673], [-2.02977, -3.38184, 1.34513]],
  "forces_ev_per_a": [[-0.057, -0.014, 0.046], [-0.878, 1.313, -1.253], [0.013, -0.012, -0.010], [-0.248, 0.036, -0.611], [0.013, -0.004, -0.054], [-0.030, 0.017, 0.009], [-0.202, 0.912, 0.780], [0.995, 0.484, 1.492], [-0.768, -0.190, 1.215], [0.169, 0.240, 1.295], [0.142, 1.015, 0.808], [0.000, 0.009, -0.054], [-0.020, -0.024, 0.057], [-0.008, 0.001, -0.056], [2.042, -0.059, -1.079], [0.493, -1.228, -0.170], [0.148, 0.168, 1.337], [-0.935, -0.651, 0.336], [-0.028, 0.006, 0.003], [0.174, 0.352, -0.439], [-0.630, 0.806, -0.959], [-0.035, -0.765, 0.286], [0.020, 0.013, -0.061], [0.165, -1.216, -0.190], [-3.455, -0.767, 3.721], [0.002, -0.024, 0.030], [3.071, 0.886, -2.758], [-0.169, -1.058, 1.028], [-0.014, 0.011, -0.045], [-0.340, -1.065, 0.318], [0.478, 0.204, -1.149], [0.007, 0.014, -0.005], [-0.855, -0.139, -0.862], [0.297, -3.043, -1.326], [-0.169, 0.007, -1.237], [-0.055, 0.022, 0.007], [-0.017, 0.016, -0.075], [0.277, 0.325, -0.086], [0.041, 0.007, -0.023], [0.651, 0.361, 0.382], [1.154, -0.425, -0.350], [-0.030, 0.017, 0.056], [0.747, -0.649, -0.682], [0.039, 0.000, 0.045], [0.076, -1.182, -0.924], [-0.302, -1.470, 1.717], [0.225, 1.140, -0.240], [-0.361, -0.865, -0.656], [0.911, -1.242, -0.439], [0.080, -1.049, 0.647], [0.445, -0.297, -1.519], [-0.299, 0.987, 0.535], [-0.877, -1.503, -1.708], [0.046, -0.045, 0.010], [-1.020, 0.779, 2.606], [-0.030, 0.020, -0.031], [-0.050, -0.046, 0.736], [-0.768, 0.725, 0.789], [-0.652, -0.303, 1.104], [-0.023, 0.066, -0.032], [0.632, 0.998, 0.606], [2.416, -1.023, 0.831], [0.024, 0.000, 0.051], [0.044, -0.021, -0.025], [-0.404, -1.077, 0.738], [-2.103, -0.063, -1.646], [0.983, -0.529, -0.914], [-0.023, 0.037, 0.030], [0.143, -1.735, 0.331], [0.000, -0.035, 0.049], [0.040, -0.017, -0.034], [-0.660, 0.189, -1.143], [-0.006, 0.027, 0.048], [0.451, 1.052, 0.580], [0.589, 0.338, 0.817], [0.062, -0.034, 0.001], [0.379, -0.412, -1.157], [0.222, -0.251, 0.538], [-0.882, -0.360, -0.132], [0.691, -0.598, 0.703], [-0.011, 0.015, 0.022], [0.589, 0.698, -0.891], [-0.696, -0.892, -0.486], [-0.008, 2.395, 1.065], [-0.971, -0.568, 0.669], [-0.030, 0.023, 0.028], [1.169, 2.645, -2.386], [-1.010, -0.569, 0.321], [-0.550, 0.829, 0.889], [0.001, -0.019, 0.007], [0.779, 0.659, 1.036], [0.277, 0.046, -0.970], [0.923, 0.659, 0.385], [0.364, -0.712, 0.838], [-0.045, 0.038, -0.007], [-0.356, -0.858, -0.884], [1.334, 0.273, -0.461], [-0.076, -0.009, 0.009], [-0.229, 1.187, 0.782], [0.020, -0.021, -0.025], [-0.376, 0.160, 1.459], [1.126, 0.824, 0.316], [0.006, -0.027, 0.051], [0.017, -0.092, -0.005], [-1.257, 0.475, 0.547], [-0.051, 0.028, -0.027], [1.013, 0.750, -1.721], [-1.202, 1.422, 1.114], [0.709, 0.656, -1.003], [-1.021, 1.333, -1.378], [-1.152, -0.587, 0.074], [0.540, 0.024, -0.106], [-0.060, -0.424, -0.700], [0.040, -0.121, -2.817], [-0.251, -0.264, 1.272], [-0.060, 1.296, 0.228], [-0.326, 0.347, 1.433], [-1.246, -0.223, -0.472], [0.061, 0.002, -0.007], [-0.492, 1.027, 0.168], [0.314, -0.532, -0.948]]
}

=====

No. 4
{
  "formula": "C6H13NO",
  "method": "ωB97M-V/def2-TZVPD",
  "smiles": "CCCCCNC=O",
  "homo_lumo_gap_ev": 10.668,
  "lumo_energy_ev": 0.952,
  "elements": ["H", "O", "H", "C", "N", "H", "H", "H", "C", "C", "H", "H", "H", "C", "C", "H", "H", "C", "H", "H", "H"],
  "coordinates": [[0.68320, -1.52893, -0.60450], [0.03018, -0.98885, -4.54754], [-0.08061, -1.02059, 1.66842], [-0.81008, -0.22642, 1.82598], [0.06925, -0.49940, -2.32946], [-0.51641, -0.06725, 3.96799], [-1.18337, 1.60795, 0.67175], [-1.78719, -0.71110, 1.80406], [0.64692, -0.71918, -3.53930], [0.59397, 0.59266, -0.16670], [1.73638, -0.62036, -3.53713], [1.43448, 0.80149, 0.50354], [-0.93138, -0.59565, -2.25546], [0.84178, -0.57409, -1.09995], [-0.48892, 0.56329, 3.06977], [1.88643, -0.60433, -1.37228], [-1.15706, 1.38391, 3.32087], [-0.74682, 0.61927, 0.52032], [0.76442, 1.50111, -0.77162], [-1.52797, 0.20477, -0.13186], [0.54283, 0.88170, 3.00309]],
  "forces_ev_per_a": [[-0.302, -0.211, 0.180], [0.123, 0.161, -0.006], [0.065, -0.215, 0.350], [-0.251, 0.367, -1.339], [0.469, -0.033, 0.430], [-0.008, -0.129, -0.190], [0.596, 0.298, 0.295], [-0.038, 0.053, 0.593], [-0.880, -0.210, -0.276], [0.822, 1.850, -0.656], [0.273, 0.014, 0.154], [-0.114, -0.906, 0.563], [-0.003, -0.095, -0.263], [0.086, -0.095, 0.241], [0.117, -0.833, 0.908], [0.373, 0.161, -0.212], [0.001, 0.233, -0.511], [-1.208, -0.558, 0.280], [-0.678, -0.203, -0.261], [0.351, -0.209, -0.296], [0.205, 0.561, 0.018]]
}

=====

The evaluated strongest force on any atom for the records listed, in turn: 0.14785, 0.17775, 0.09986, 0.04138 hartree/bohr.
The evaluated relative energy (zero: lowest compared OMol25 entry of this formula, charge and spin) for the records listed, in turn: 225.10, 473.30, 517.54, 79.03 kJ/mol.